No. 1
ORCA calculation (the ωB97M-V functional and the def2-TZVPD basis) on a 2-piece molecular cluster, C8H16IN3 overall in a non-equilibrium geometry.

Geometry as XYZ:
```
28
Properties=species:S:1:pos:R:3
H 0.595 -0.288 -3.047
I 2.172 1.720 -5.511
H 1.121 -2.242 -1.274
H 1.068 0.792 1.529
C -1.315 0.758 2.430
H -2.054 0.537 3.183
H 1.692 1.084 -6.833
C -0.318 -0.482 -2.434
H -0.032 -0.848 3.061
H -0.610 1.570 2.746
C -0.514 -0.554 2.113
N -0.160 0.308 -0.043
H -2.351 2.349 1.358
H -1.284 1.848 -0.772
H -1.121 -1.337 1.738
N 0.949 -1.484 -0.680
C 0.054 -0.430 -1.075
H 2.674 -2.846 1.000
H -2.823 0.645 1.015
H -0.039 2.181 0.463
C -2.021 1.351 1.226
C -0.882 1.518 0.108
H -0.470 -1.474 -2.796
H -1.050 0.231 -2.777
C 1.413 -1.285 0.598
H 2.473 -1.531 2.211
C 0.570 -0.131 1.144
N 2.262 -1.961 1.317
```

Output
net charge	+2
energy above the lowest of the compared OMol25 structures with the same formula, charge and spin	0.00	kcal/mol
F_max	3.38	eV/Å
calculated total energy	-775.7701	hartree
lowest unoccupied orbital energy	-8.36	eV


No. 2
ORCA calculation (the ωB97M-V functional and the def2-TZVPD basis) on a 5-piece molecular cluster, C40H51F4N3O4 overall in a non-equilibrium geometry.

Geometry as XYZ:
```
102
Properties=species:S:1:pos:R:3
C 1.050 1.995 -2.438
C 4.990 -0.640 2.876
H -7.764 0.349 3.131
N 1.479 2.750 -3.630
H -5.369 -2.144 0.606
C -0.366 -2.057 -3.229
C -6.011 -0.290 -0.251
C -2.453 -3.951 3.938
C -2.445 2.269 3.920
C -0.012 2.661 2.632
C -1.368 2.803 4.613
H 2.956 4.915 -2.266
H 1.240 2.184 -0.281
C -1.083 2.117 1.937
H -5.533 -0.456 -1.208
H 7.883 0.114 4.425
C -4.108 -2.088 5.166
H -0.353 0.490 -4.254
H -0.344 4.264 -2.562
C -6.558 -1.001 1.979
O -0.444 0.667 -0.642
C -0.898 3.484 -2.059
H -3.010 -5.266 5.556
F 3.948 -0.041 2.270
C 1.772 2.469 -1.178
H -1.932 3.587 -2.371
C -1.027 1.228 -1.519
C -2.605 -2.685 3.388
H 1.507 -1.925 -4.332
F -3.324 1.405 1.913
H 3.014 -1.616 -2.829
H -3.545 -0.765 3.575
H -0.164 -1.716 -2.219
H 7.960 -2.351 4.600
C 5.013 -2.018 2.970
H -2.079 -2.423 2.479
H 3.596 1.013 -2.610
C -5.927 -1.230 0.764
C 4.664 -0.870 -1.000
O 3.177 4.185 -1.673
H 5.297 -1.440 -0.325
C 0.655 0.099 -4.178
C -1.815 -1.813 -3.632
C 0.545 -1.426 -4.290
H 1.552 -0.136 -2.139
H -2.017 -0.752 -3.740
H 0.684 3.422 4.513
H 4.511 0.281 -4.603
H 5.651 -2.107 -2.405
H -7.890 2.048 1.317
C -7.347 1.123 1.176
C 2.875 0.866 -3.413
H 4.048 -2.257 -4.043
F -4.595 -3.674 6.833
H -2.539 -3.381 -2.559
H 0.068 -1.625 -5.249
N -2.722 -2.390 -2.634
O 1.932 3.869 -1.104
H -4.763 -1.380 5.657
C -3.121 -4.288 5.107
H -0.865 3.669 -0.982
C -0.153 3.002 3.971
H 0.933 2.818 2.129
H -2.869 1.564 -2.525
F -6.795 1.793 -1.011
H -1.478 3.065 5.657
C -2.281 1.932 2.591
H -2.714 -0.058 -1.738
C -2.521 1.003 -1.664
H -1.989 -2.264 -4.613
H -1.813 -4.678 3.457
C 6.011 0.137 3.386
C 1.407 0.578 -2.939
C -7.270 0.172 2.185
H 5.964 1.214 3.291
C 2.742 2.262 -4.002
H -6.493 -1.740 2.768
C -3.941 -3.350 5.701
C 6.090 -2.633 3.590
H -0.234 -3.134 -3.307
H 1.541 3.754 -3.522
H 3.654 -1.222 -0.840
C 3.586 -0.182 -4.268
N -0.429 2.130 -2.412
C 7.081 -0.485 4.014
H 4.194 -2.596 2.561
C 3.918 -1.400 -3.388
H 6.123 -3.712 3.664
O 3.522 2.903 -4.617
C 7.123 -1.868 4.114
H -3.402 2.113 4.401
H -2.960 1.422 -0.765
H 1.163 0.449 -5.068
C 5.109 -1.169 -2.455
H -3.691 -2.238 -2.879
H 2.759 2.030 -1.082
H 3.042 -0.450 -5.167
C -6.717 0.875 -0.028
H 4.759 0.179 -0.744
H 5.789 -0.415 -2.833
C -3.430 -1.753 4.002
H -1.005 1.831 0.893
```

Output
F_max	2.56	eV/Å
calculated total energy	-2419.3848	hartree
lowest unoccupied orbital energy	0.59	eV


No. 3
ORCA calculation (the ωB97M-V functional and the def2-TZVPD basis) on C28H23Cl3N2O2S2SbSe4Tl as an isolated structure in a non-equilibrium geometry.

Geometry as XYZ:
```
66
Properties=species:S:1:pos:R:3
S 6.088 -5.485 -12.722
H 7.648 -13.037 -23.350
H 9.843 -11.937 -20.821
H 8.587 -9.492 -25.624
Sb 13.645 -9.605 -13.050
H 4.921 -8.662 -22.981
H 8.783 -8.271 -20.906
Se 15.882 -10.578 -12.797
H 10.707 -8.931 -18.286
C 7.055 -7.887 -13.550
O 6.849 -8.595 -20.692
C 6.650 -5.298 -8.144
H 10.115 -9.218 -13.860
C 7.406 -6.600 -13.160
C 6.209 -6.503 -8.710
H 6.969 -3.511 -11.036
Se 12.757 -9.399 -15.440
C 10.913 -9.520 -18.915
C 5.209 -10.473 -21.137
C 6.255 -5.475 -10.909
C 8.700 -6.232 -13.039
H 8.271 -9.426 -18.845
H 5.587 -7.522 -10.528
H 7.411 -11.971 -21.081
Se 13.240 -7.453 -12.017
C 9.370 -8.474 -13.641
H 7.808 -10.911 -19.310
C 8.135 -9.115 -20.784
C 8.027 -8.818 -13.822
H 9.017 -5.190 -12.730
C 9.686 -7.171 -13.317
C 5.709 -9.493 -20.115
C 6.901 -4.201 -8.986
Se 11.862 -11.257 -12.321
H 10.671 -6.798 -13.097
H 13.077 -9.537 -19.344
C 4.800 -11.658 -21.019
C 6.749 -4.286 -10.318
C 8.476 -10.049 -19.518
C 8.549 -9.879 -24.622
H 6.737 -5.210 -7.077
C 8.030 -11.960 -23.411
S 4.327 -12.520 -22.474
C 8.303 -11.202 -24.527
Cl 8.643 -7.445 -23.439
N 9.841 -10.477 -19.317
H 4.128 -10.732 -24.339
C 8.107 -9.864 -22.210
C 5.962 -6.573 -10.132
C 12.018 -9.984 -19.623
O 6.244 -4.092 -13.184
H 5.971 -8.080 -13.524
N 11.723 -11.038 -20.523
C 10.452 -11.275 -20.338
H 7.752 -9.798 -14.200
Cl 8.797 -12.149 -25.980
H 7.197 -3.311 -8.512
C 4.838 -9.983 -22.594
H 5.021 -8.745 -19.872
Tl 12.589 -12.197 -14.826
C 7.935 -11.238 -22.208
H 6.000 -7.414 -8.168
C 8.387 -9.157 -23.403
C 4.461 -11.050 -23.295
H 6.023 -10.011 -19.296
Cl 5.158 -12.574 -19.547
```

Output
net charge	-2
energy above the lowest of the compared OMol25 structures with the same formula, charge and spin	175.90	kcal/mol
F_max	16.17	eV/Å
calculated total energy	-13536.0237	hartree
lowest unoccupied orbital energy	2.55	eV